Entry from the Open Molecules 2025 dataset: a cluster of 12 separate species, C19H8Cl44N2O4PS2 in total (ωB97M-V/def2-TZVPD).

The geometry in XYZ format:
```
80
Properties=species:S:1:pos:R:3:forces:R:3:lowdin_charge:R:1
C -3.01784 -2.31371 -0.28930 0.59 0.25 0.46 0.065
C -2.18129 -1.61027 -0.78836 0.30 -0.51 0.69 -0.047
C -0.95218 -0.97862 -1.10085 -0.14 0.41 -0.22 -0.150
N -0.08986 -1.62396 -1.90211 0.05 -0.10 -0.53 0.123
C 1.11350 -1.13684 -2.23032 -0.29 0.66 -0.48 -0.150
C 1.51650 0.09729 -1.77319 -0.22 0.02 -0.40 -0.187
P 3.14978 0.67075 -2.36543 1.74 0.61 0.77 0.195
O 2.91027 1.21577 -3.83999 -0.23 -0.74 0.11 -0.153
O 3.98340 -0.70802 -2.61680 -1.39 0.05 -0.17 -0.208
S 4.09213 1.81238 -1.17549 -0.42 0.02 0.03 0.463
C 0.64213 0.80768 -0.92430 0.34 -0.19 -0.05 -0.045
C 0.98695 2.18108 -0.38328 0.34 0.37 0.63 -0.580
O 0.69903 3.18171 -0.94049 -0.03 -0.15 -0.48 0.156
O 1.70360 2.21230 0.78966 -0.39 -0.45 -0.16 -0.476
S 1.26584 1.13242 1.99506 -0.53 -0.56 -0.06 0.838
C -0.59738 0.27389 -0.59426 -0.29 0.02 0.24 -0.199
N -1.48032 1.00418 0.24448 0.07 -0.12 -0.48 0.123
H -3.72201 -2.94117 0.20949 -0.10 0.05 -0.06 0.059
H -0.35581 -2.52862 -2.27654 -0.07 -0.03 0.12 0.191
H 1.73430 -1.71333 -2.90082 -0.17 -0.16 -0.02 0.138
H 3.68574 1.02809 -4.39238 -0.09 0.20 -0.15 0.103
H 3.83082 -1.27940 -1.84814 0.59 -0.15 -0.02 0.046
H 1.95915 0.01676 1.66110 0.24 0.36 -0.20 -0.104
H -1.80410 0.43088 1.01638 0.01 0.06 0.05 0.101
H -2.29102 1.27916 -0.30538 -0.05 0.20 0.20 0.122
C 2.24005 -4.50190 0.32429 0.27 -0.31 0.23 -2.001
Cl 3.38588 -4.44695 1.65161 -0.03 0.03 -0.05 0.553
Cl 1.98003 -2.83706 -0.29002 0.31 -0.31 0.48 0.618
Cl 2.86413 -5.49572 -0.98543 -0.06 0.13 0.07 0.521
Cl 0.69558 -5.14624 0.88157 -0.02 0.08 -0.06 0.555
C -0.20363 6.54723 0.26157 0.00 0.03 -0.09 -2.019
Cl -0.89593 7.95118 1.07211 0.05 0.01 -0.36 0.496
Cl 0.20445 5.32206 1.47374 -0.01 0.02 0.09 0.533
Cl -1.37847 5.87907 -0.87967 0.18 -0.08 0.00 0.506
Cl 1.25730 7.02398 -0.60604 -0.02 -0.04 0.01 0.551
C -4.83018 8.15999 -0.76833 -0.03 0.06 0.09 -2.039
Cl -5.54748 9.51976 0.09311 0.29 0.15 -0.06 0.509
Cl -4.34774 6.92189 0.40214 -0.15 0.07 -0.02 0.495
Cl -6.01897 7.47321 -1.88675 0.00 -0.01 -0.01 0.514
Cl -3.42566 8.71588 -1.68115 -0.02 -0.03 0.01 0.521
C 5.80479 -4.14814 4.79700 0.02 -0.02 0.05 -2.052
Cl 6.94321 -4.07158 6.13821 -0.03 0.01 -0.04 0.552
Cl 5.54074 -2.51970 4.14944 -0.02 0.01 -0.02 0.497
Cl 6.45841 -5.18339 3.52065 -0.09 0.15 0.11 0.479
Cl 4.26495 -4.81062 5.36157 0.00 0.02 -0.02 0.521
C -5.82776 -2.80784 -3.60047 -0.28 -0.08 -0.02 -2.014
Cl -7.33674 -1.93939 -3.32699 0.10 -0.02 0.02 0.554
Cl -6.14786 -4.52490 -3.81937 -0.02 0.22 0.00 0.518
Cl -5.01841 -2.16198 -5.02802 0.03 0.00 0.03 0.540
Cl -4.75541 -2.59381 -2.18418 -0.57 -0.02 -0.82 0.578
C 1.82861 -8.56992 -3.50449 -0.02 -0.09 -0.05 -2.048
Cl 2.05116 -10.16852 -2.80251 0.00 0.05 0.00 0.551
Cl 3.34534 -7.65740 -3.38732 -0.01 -0.03 -0.04 0.496
Cl 1.37797 -8.72197 -5.20334 0.00 0.02 0.02 0.533
Cl 0.54697 -7.71587 -2.62962 0.00 0.01 -0.02 0.492
C -4.44729 -8.36495 -5.06820 -0.03 -0.08 -0.03 -2.054
Cl -2.80402 -8.37172 -5.71420 0.02 0.01 0.01 0.515
Cl -4.89480 -9.99560 -4.56957 0.01 0.04 -0.01 0.541
Cl -4.52068 -7.27886 -3.66946 0.10 -0.17 0.03 0.474
Cl -5.56910 -7.79175 -6.30492 0.02 0.01 0.02 0.531
C -1.50067 8.44093 5.53611 0.02 -0.04 0.05 -2.053
Cl -0.37697 8.30066 6.89234 -0.02 0.00 -0.02 0.525
Cl -1.66402 10.13894 5.07880 0.00 -0.02 0.00 0.529
Cl -0.88579 7.52208 4.15700 -0.04 0.01 0.35 0.477
Cl -3.07977 7.80407 6.01002 0.01 0.00 -0.01 0.521
C 8.60641 -6.28195 0.16936 0.05 0.02 -0.01 -2.054
Cl 9.65689 -7.34396 -0.76496 -0.04 0.02 0.02 0.543
Cl 8.20947 -7.04726 1.71233 0.10 -0.15 -0.11 0.499
Cl 9.42403 -4.74735 0.46904 -0.03 -0.01 0.00 0.534
Cl 7.10913 -5.98502 -0.73241 -0.03 0.01 0.01 0.496
C 4.13535 2.72343 5.12312 0.06 0.11 0.01 -2.044
Cl 3.23706 2.86377 3.60426 0.37 0.27 0.30 0.498
Cl 3.04415 3.02511 6.47681 0.01 -0.01 -0.02 0.535
Cl 4.79880 1.08688 5.25411 -0.01 -0.01 0.00 0.508
Cl 5.45250 3.89639 5.15047 -0.03 -0.04 -0.01 0.541
C -9.15536 8.67987 2.07459 -0.02 -0.01 -0.01 -2.051
Cl -8.57540 10.30856 2.44455 0.01 -0.01 0.00 0.521
Cl -8.71339 7.58589 3.39078 0.00 0.01 -0.01 0.520
Cl -10.91154 8.70660 1.89440 0.03 0.00 0.01 0.531
Cl -8.41161 8.12356 0.57358 -0.30 -0.16 0.05 0.484
```
Positions in Å, forces in eV/Å.

Properties
max |F|	2.00	eV/A
calculated total energy	-612937.421	eV
total charge	+1